Entry 1:
Formula: C36H50FN2S
Source: OMol25
Level of theory: ωB97M-V with the def2-TZVPD basis set

The geometry in XYZ format:
```
90
Properties=species:S:1:pos:R:3:mulliken_charge:R:1
C -3.0276 0.7365 2.1220 -0.795
C -2.2933 1.5208 1.0349 -0.395
S -0.6585 0.7725 0.7894 0.006
C -0.3945 0.5002 -0.9829 -2.035
C -0.4707 -0.9773 -1.4133 2.889
C -1.8474 -1.4692 -1.9074 -1.859
C -3.0581 -0.6567 -1.4351 0.758
C -4.3482 -1.4113 -1.7817 -0.682
F -4.9124 -1.8967 -0.5961 -0.369
C 0.4868 -1.1279 -2.6451 -1.593
N 1.5323 -2.1722 -2.3811 0.121
C 1.3855 -2.6630 -0.9619 -0.957
C 0.2060 -1.8714 -0.3640 -0.172
C -0.7078 -2.8337 0.3858 -1.234
N -0.0434 -3.3012 1.5913 -0.371
C -0.8691 -4.3288 2.2474 -0.897
H -3.7616 1.3511 2.6260 0.398
H -2.3025 0.4217 2.8628 0.023
H -3.4796 -0.1567 1.7098 0.206
H -2.1904 2.5370 1.3869 0.511
H -2.8615 1.5417 0.1187 0.377
H -1.0347 1.1345 -1.5814 0.478
H 0.6175 0.8288 -1.1766 0.711
H -2.0483 -2.4811 -1.5772 0.302
H -1.9079 -1.4928 -2.9873 0.578
H -3.0764 0.2917 -1.9566 0.543
H -3.0535 -0.5478 -0.3608 -0.769
H -5.0600 -0.7925 -2.3170 0.385
H -4.1120 -2.2881 -2.3768 0.289
H 0.0156 -1.4495 -3.5648 0.271
H 0.9754 -0.2106 -2.9479 0.506
H 1.3911 -3.0005 -2.9618 0.456
H 2.4664 -1.8612 -2.6601 0.078
H 2.2779 -2.3173 -0.4598 0.267
H 1.3613 -3.7354 -0.8429 0.355
H 0.6932 -1.3215 0.4286 0.224
H -0.9956 -3.6622 -0.2562 0.580
H -1.6353 -2.3055 0.6412 0.490
H -0.0014 -2.4986 2.2122 0.296
H -1.8356 -3.9064 2.5364 0.318
H -1.0556 -5.1290 1.5459 0.322
H -0.3912 -4.6889 3.1468 0.352
C 4.5814 0.1096 -2.4217 -0.373
C 4.5504 1.4818 -2.6321 -0.497
C 5.0433 2.0074 -3.8172 -0.439
C 5.5573 1.1624 -4.7929 -0.382
C 5.5836 -0.2089 -4.5842 -0.498
C 5.0982 -0.7371 -3.3955 -0.385
H 4.2058 -0.3005 -1.4890 0.553
H 4.1469 2.1394 -1.8729 0.429
H 5.0291 3.0766 -3.9811 0.384
H 5.9403 1.5749 -5.7165 0.381
H 5.9875 -0.8648 -5.3440 0.386
H 5.1320 -1.8080 -3.2262 0.493
C -0.9933 -0.0595 5.7337 -0.340
C -1.2802 0.1781 7.0705 -0.478
C -0.7790 1.3107 7.6967 -0.470
C 0.0033 2.2095 6.9847 -0.449
C 0.2879 1.9735 5.6473 -0.681
C -0.2075 0.8377 5.0234 -0.228
H -1.3833 -0.9450 5.2464 0.411
H -1.8943 -0.5195 7.6248 0.371
H -0.9987 1.4933 8.7403 0.373
H 0.3905 3.0946 7.4731 0.404
H 0.8952 2.6749 5.0904 0.601
H 0.0201 0.6533 3.9801 0.446
C -4.5793 0.6051 -6.7794 -0.412
C -5.9514 0.4430 -6.6487 -0.388
C -6.4649 -0.7166 -6.0839 -0.418
C -5.6048 -1.7121 -5.6429 -0.431
C -4.2321 -1.5489 -5.7711 -0.250
C -3.7186 -0.3922 -6.3421 -0.419
H -4.1810 1.5075 -7.2245 0.378
H -6.6219 1.2208 -6.9894 0.378
H -7.5349 -0.8447 -5.9883 0.381
H -6.0039 -2.6157 -5.2001 0.396
H -3.5614 -2.3280 -5.4273 0.417
H -2.6479 -0.2678 -6.4497 0.373
C 4.6161 4.2891 5.9126 -0.558
C 5.6235 4.5678 4.9999 -0.324
C 5.6937 3.8630 3.8066 -0.423
C 4.7518 2.8840 3.5236 -0.440
C 3.7418 2.6073 4.4347 -0.312
C 3.6760 3.3077 5.6312 -0.124
H 4.5639 4.8367 6.8445 0.372
H 6.3553 5.3342 5.2191 0.366
H 6.4833 4.0765 3.0978 0.355
H 4.8058 2.3356 2.5913 0.395
H 3.0066 1.8435 4.2129 0.420
H 2.8930 3.0882 6.3453 0.295
```

Values from the calculation:
- LUMO level (eV) = -2.92
- net charge = +1
- E (hartree) = -2009.04264

Entry 2:
Formula: C36H50FN7O6V
Source: OMol25
Level of theory: ωB97M-V with the def2-TZVPD basis set

The geometry in XYZ format:
```
101
Properties=species:S:1:pos:R:3:mulliken_spin:R:1
V -2.2308 0.0057 -0.0949 2.870
C -5.0360 0.5155 3.8032 0.000
N -5.7762 0.3477 2.5596 0.006
C -7.2316 0.3755 2.6440 -0.001
C -5.1218 0.2673 1.3969 0.004
O -3.8908 0.3076 1.3315 -0.011
C -5.9682 0.1110 0.1408 0.008
O -5.1219 0.2207 -0.9704 0.021
C -5.3455 -0.7042 -2.0075 0.010
C -4.0026 -0.9109 -2.6955 0.004
O -2.9754 -0.6869 -2.0494 -0.022
N -3.9636 -1.3826 -3.9433 0.004
C -5.1240 -1.7763 -4.7287 -0.001
C -2.6757 -1.6903 -4.5545 0.000
H -5.3681 -0.2290 4.5259 0.000
H -5.2083 1.5110 4.2172 0.000
H -3.9778 0.3814 3.6065 0.001
H -7.5190 0.1154 3.6595 0.000
H -7.6858 -0.3579 1.9809 0.000
H -7.6325 1.3657 2.4179 0.000
H -6.7486 0.8780 0.1108 0.001
H -6.4658 -0.8639 0.1747 0.000
H -6.1264 -0.3430 -2.6775 0.000
H -5.6500 -1.6791 -1.6074 0.000
H -6.0511 -1.4385 -4.2808 0.000
H -5.1590 -2.8627 -4.8237 0.000
H -5.0493 -1.3432 -5.7261 0.000
H -1.8916 -1.5945 -3.8117 0.000
H -2.4848 -1.0103 -5.3861 0.000
H -2.6954 -2.7120 -4.9336 0.000
F 4.2847 1.5882 -1.5914 0.000
C 3.7461 0.3538 -1.4078 0.000
C 2.4033 0.2287 -1.2289 -0.001
C 1.8525 -1.0346 -0.9693 -0.002
C 0.3987 -1.1639 -0.8254 -0.023
O -0.3211 -0.1629 -1.0612 -0.018
C -0.0737 -2.4730 -0.5067 0.025
C 0.8233 -3.4992 -0.4662 0.004
N 2.1606 -3.3831 -0.6139 0.003
C 2.9989 -4.5635 -0.5935 0.000
C 2.7289 -5.6230 0.4251 0.000
C 3.9496 -4.7588 0.5528 0.000
C 2.7049 -2.1405 -0.8784 0.001
C 4.0819 -1.9903 -1.1147 -0.001
C 4.6186 -0.7500 -1.3909 0.001
N 5.9933 -0.6091 -1.6533 0.000
C 6.5238 0.2799 -2.6580 0.000
C 7.2942 1.4364 -2.0414 0.000
N 8.3584 0.8599 -1.1327 0.000
C 7.7763 -0.0561 -0.0818 0.000
C 6.9960 -1.1636 -0.7801 0.000
C -1.5261 -2.8801 -0.2353 -0.007
O -1.8314 -4.0315 -0.5056 0.011
O -2.2670 -1.9980 0.3134 0.000
H 1.7525 1.0916 -1.2696 0.001
H 0.4446 -4.5018 -0.3203 0.000
H 3.3174 -4.8813 -1.5792 0.000
H 2.8463 -6.6488 0.1098 0.000
H 1.9323 -5.4510 1.1345 0.000
H 4.9170 -5.1913 0.3385 0.000
H 3.9330 -4.0091 1.3326 0.000
H 4.7219 -2.8601 -1.1252 0.000
H 5.7320 0.6703 -3.2903 0.000
H 7.2014 -0.2866 -3.3132 0.000
H 6.6572 2.0562 -1.4147 0.000
H 7.8006 2.0507 -2.7838 0.000
H 8.8834 1.6134 -0.6878 0.000
H 9.0298 0.3332 -1.6978 0.000
H 7.1248 0.5629 0.5335 0.000
H 8.6034 -0.4325 0.5177 0.000
H 6.5382 -1.7976 -0.0240 0.000
H 7.6956 -1.7935 -1.3471 0.000
C 0.3246 3.2128 3.4768 0.006
C 0.2486 1.6851 3.5510 0.024
C -0.4514 1.2364 4.8392 0.006
C 1.6475 1.0629 3.4481 0.007
C -0.5394 1.1950 2.4061 0.095
N -1.1379 0.7835 1.5201 -0.069
H 0.8967 3.5786 4.3304 0.001
H -0.6687 3.6590 3.5078 0.000
H 0.8116 3.5428 2.5593 0.000
H 0.1284 1.5839 5.6949 0.001
H -0.5300 0.1508 4.8921 -0.001
H -1.4520 1.6627 4.9101 -0.001
H 2.2549 1.4237 4.2791 0.001
H 2.1332 1.3457 2.5130 -0.001
H 1.5986 -0.0250 3.5025 -0.001
N -2.4619 2.0598 -1.0809 0.038
C -2.1619 3.2320 -0.3273 -0.007
C -0.9799 3.9260 -0.5422 -0.018
C -0.6951 5.0583 0.2091 0.002
C -1.5841 5.5046 1.1747 0.000
C -2.7618 4.8007 1.3919 0.007
C -3.0488 3.6651 0.6516 -0.005
H -3.4376 2.0153 -1.3583 0.015
H -1.8875 1.9814 -1.9128 0.010
H -0.2933 3.5958 -1.3136 0.001
H 0.2197 5.6059 0.0209 0.000
H -1.3689 6.3969 1.7468 0.000
H -3.4691 5.1414 2.1373 0.000
H -3.9633 3.1114 0.8262 0.000
```

Values from the calculation:
- LUMO level (spin up / spin down) (eV) = -4.53 / -4.53
- net charge = +2
- 2S+1 = 4
- E (hartree) = -3280.07361

| no. | molar mass (u) |
| --- | --- |
| 1 | 561.88 |
| 2 | 746.78 |